The following is a DFT calculation (ωB97M-V/def2-TZVPD) of a cluster of 4 separate species, C4H11O7 in total.

Bonds (Å) are listed after each position.
Geometry (Å):
1 O 2.9436 0.7991 0.1969  C2 1.165
2 C 1.8703 1.1886 -0.0339  O1 1.165, O3 1.410, C4 1.571
3 O 1.4411 1.4070 -1.3594  C2 1.410, H9 1.035
4 C 0.8401 1.3217 1.1450  C2 1.571, C5 1.589, H10 1.117, H11 1.176
5 C 0.0181 -0.0137 1.4053  C4 1.589, C6 1.647, H12 1.078, H13 1.160
6 C -1.0309 -0.2852 0.1649  C5 1.647, O7 1.225, O8 1.254
7 O -0.5394 -0.2810 -0.9572  C6 1.225
8 O -2.2033 -0.6525 0.4157  C6 1.254
9 H 2.1132 0.9978 -2.0316  O3 1.035
10 H 1.4104 1.5768 2.0703  C4 1.117
11 H 0.0458 2.1876 1.0964  C4 1.176
12 H 0.6788 -0.8597 1.3082  C5 1.078
13 H -0.4435 -0.1576 2.4595  C5 1.160
14 H -1.0033 -1.4643 -2.4311  O16 0.956
15 H -2.5920 -1.4937 -2.4741  O16 0.901
16 O -1.8194 -1.3608 -2.9188  H14 0.956, H15 0.901
17 H 1.5259 -2.0441 2.1947  O19 1.006
18 H 2.4941 -0.8447 1.7938  O19 0.998
19 O 2.2989 -1.4933 2.5271  H17 1.006, H18 0.998
20 H -3.1222 0.1427 -0.9339  O22 0.988
21 H -1.9941 0.7142 -1.8573  O22 0.946
22 O -2.9321 0.6149 -1.7805  H20 0.988, H21 0.946

Results
total charge	-1
E	-685.74120	a.u.
highest occupied orbital energy	-5.123	eV
frontier orbital gap	8.346	eV
relative energy (zero: lowest compared OMol25 entry of this formula, charge and spin)	173.5	kJ/mol

The following is a DFT calculation (ωB97M-V/def2-TZVPD) of an isolated molecule of C4H11OP.

Bonds (Å) are listed after each position.
Geometry (Å):
1 C 1.9895 -0.9498 0.1441  C2 1.534, H7 1.088, H8 1.091, H9 1.091
2 C 1.9473 0.5660 -0.0856  C1 1.534, P3 1.841, H10 1.089, H11 1.094
3 P 0.4084 1.4538 0.3985  C2 1.841, C4 1.855, H12 1.413
4 C -0.8220 0.4729 -0.5846  P3 1.855, C5 1.517, H13 1.089, H14 1.092
5 C -2.1036 0.1771 0.1718  C4 1.517, O6 1.424, H15 1.096, H16 1.095
6 O -2.7923 -0.8585 -0.5219  C5 1.424, H17 0.950
7 H 1.5569 -1.4832 -0.7002  C1 1.088
8 H 3.0156 -1.2992 0.2641  C1 1.091
9 H 1.4328 -1.2314 1.0391  C1 1.091
10 H 2.7768 1.0588 0.4198  C2 1.089
11 H 2.0292 0.7778 -1.1558  C2 1.094
12 H 0.1904 0.8020 1.6326  P3 1.413
13 H -0.3875 -0.4697 -0.9154  C4 1.089
14 H -1.0453 1.0773 -1.4658  C4 1.092
15 H -2.7182 1.0831 0.2167  C5 1.096
16 H -1.8789 -0.1283 1.1990  C5 1.095
17 H -3.5990 -1.0488 -0.0566  O6 0.950

Results
E	-575.56723	a.u.
highest occupied orbital energy	-8.840	eV
SMILES string	CCPCCO
frontier orbital gap	9.811	eV
relative energy (zero: lowest compared OMol25 entry of this formula, charge and spin)	84.8	kJ/mol

The following is a DFT calculation (ωB97M-V/def2-TZVPD) of a cluster of 2 separate species, C4H11OS in total.

Bonds (Å) are listed after each position.
Geometry (Å):
1 C -0.4325 -2.4447 -0.4914  H7 1.091, H8 1.124, H9 1.029
2 C 1.0156 2.1620 -0.0804  S6 1.827, H10 1.077, H11 1.064, H12 1.083
3 C -1.1431 0.4209 1.1999  S6 1.880, H13 1.017, H14 1.065, H15 1.065
4 C 0.1613 -0.4658 -1.2359  S6 1.852, H16 1.095, H17 1.078
5 O 1.4451 -0.2986 1.0570  S6 1.392
6 S 0.5240 0.4517 0.3314  C2 1.827, C3 1.880, C4 1.852, O5 1.392
7 H 0.5694 -2.8221 -0.2840  C1 1.091
8 H -1.0551 -2.2344 0.4206  C1 1.124
9 H -0.9194 -2.7801 -1.3341  C1 1.029
10 H 1.5728 2.4856 0.7824  C2 1.077
11 H 0.3524 2.9365 -0.3832  C2 1.064
12 H 1.8098 2.0208 -0.8029  C2 1.083
13 H -1.4159 1.3797 1.4003  C3 1.017
14 H -0.9710 -0.0717 2.1288  C3 1.065
15 H -1.9546 -0.0056 0.6583  C3 1.065
16 H -0.7083 -0.0531 -1.7576  C4 1.095
17 H 1.1495 -0.6810 -1.6095  C4 1.078

Results
total charge	+1
E	-632.01775	a.u.
highest occupied orbital energy	-14.806	eV
frontier orbital gap	11.155	eV
relative energy (zero: lowest compared OMol25 entry of this formula, charge and spin)	239.6	kJ/mol

The following is a DFT calculation (ωB97M-V/def2-TZVPD) of the ion C4H11OS with charge +1.

Bonds (Å) are listed after each position.
Geometry (Å):
1 C -0.1097 -1.7831 -1.3270  O5 1.384, H7 1.094, H8 1.091, H9 1.095
2 C 1.4024 -0.0736 0.5808  S6 1.824, H10 1.029, H11 1.202, H12 1.072
3 C -1.4026 0.6754 1.4708  S6 1.843, H13 1.112, H14 1.035, H15 1.108
4 C 0.1297 1.9903 -0.5472  S6 1.669, H16 1.095, H17 1.104
5 O -0.9651 -0.9791 -0.5934  C1 1.384, S6 1.743
6 S -0.2518 0.4770 0.0454  C2 1.824, C3 1.843, C4 1.669, O5 1.743
7 H 0.9052 -1.8518 -0.9248  C1 1.094
8 H -0.5383 -2.7824 -1.2323  C1 1.091
9 H -0.0751 -1.4167 -2.3581  C1 1.095
10 H 1.9972 -0.2553 -0.2393  C2 1.029
11 H 0.9965 -1.0768 1.1035  C2 1.202
12 H 2.0055 0.4978 1.2580  C2 1.072
13 H -2.2291 -0.0388 1.2649  C3 1.112
14 H -1.6130 1.6534 1.2067  C3 1.035
15 H -0.8863 0.5556 2.4442  C3 1.108
16 H -0.5125 2.5813 -1.2082  C4 1.095
17 H 1.1469 1.8267 -0.9437  C4 1.104

Results
total charge	+1
E	-631.89180	a.u.
highest occupied orbital energy (spin up / spin down)	-11.070 / -15.217	eV
frontier orbital gap (spin up / spin down)	8.127 / 8.216	eV
relative energy (zero: lowest compared OMol25 entry of this formula, charge and spin)	0.0	kJ/mol
spin multiplicity	3

The following is a DFT calculation (ωB97M-V/def2-TZVPD) of a cluster of 2 separate species, C4H11S in total.

Bonds (Å) are listed after each position.
Geometry (Å):
1 S -0.1967 -2.4387 0.8347  H2 1.343
2 H -0.2692 -3.7076 0.4012  S1 1.343
3 C 0.9111 0.9083 1.5576  C6 1.531, H7 1.091, H8 1.095, H9 1.093
4 C -0.8485 -0.2472 -1.6911  C5 1.540, H10 1.091, H11 1.095, H12 1.100
5 C 0.2692 0.3712 -0.8303  C4 1.540, C6 1.540, H13 1.098, H14 1.091
6 C -0.2307 0.8680 0.5388  C3 1.531, C5 1.540, H15 1.091, H16 1.090
7 H 1.1415 -0.1111 1.8698  C3 1.091
8 H 0.6099 1.4344 2.4689  C3 1.095
9 H 1.7992 1.3854 1.1344  C3 1.093
10 H -0.4968 -0.4533 -2.7032  C4 1.091
11 H -1.7284 0.4045 -1.7122  C4 1.095
12 H -1.1403 -1.1808 -1.1886  C4 1.100
13 H 0.7972 1.1889 -1.3387  C5 1.098
14 H 1.0176 -0.4012 -0.6489  C5 1.091
15 H -0.6846 1.8533 0.4230  C6 1.091
16 H -0.9505 0.1260 0.8846  C6 1.090

Results
total charge	-1
E	-557.21594	a.u.
highest occupied orbital energy	-2.627	eV
frontier orbital gap	6.876	eV
relative energy (zero: lowest compared OMol25 entry of this formula, charge and spin)	17.9	kJ/mol

The following is a DFT calculation (ωB97M-V/def2-TZVPD) of a cluster of 2 separate species, C4H11S2 in total.

Bonds (Å) are listed after each position.
Geometry (Å):
1 C -1.9437 -1.2987 -1.2732  S2 1.818, H4 1.079, H5 1.058, H6 1.091
2 S -3.1482 -0.2732 -0.3769  C1 1.818, C3 1.809
3 C -2.0042 1.0021 0.2044  S2 1.809, H7 1.088, H8 1.088, H9 1.085
4 H -1.2610 -1.7404 -0.5639  C1 1.079
5 H -1.4458 -0.6959 -1.9862  C1 1.058
6 H -2.5084 -2.0862 -1.7755  C1 1.091
7 H -1.6469 1.6669 -0.5796  C3 1.088
8 H -2.5207 1.5354 0.9992  C3 1.088
9 H -1.0994 0.4999 0.5298  C3 1.085
10 C 2.9867 0.2117 0.8180  C11 1.534, H13 1.091, H14 1.083, H15 1.095
11 C 1.4791 0.0814 0.5637  C10 1.534, S12 1.835, H16 1.079, H17 1.095
12 S 1.0479 0.3130 -1.2050  C11 1.835
13 H 3.2583 1.2367 0.5627  C10 1.091
14 H 3.5513 -0.4760 0.2006  C10 1.083
15 H 3.1543 0.0550 1.8884  C10 1.095
16 H 0.9681 0.8696 1.0945  C11 1.079
17 H 1.1326 -0.9013 0.8990  C11 1.095

Results
total charge	-1
E	-955.39025	a.u.
highest occupied orbital energy	-2.479	eV
frontier orbital gap	5.813	eV
relative energy (zero: lowest compared OMol25 entry of this formula, charge and spin)	33.2	kJ/mol

The following is a DFT calculation (ωB97M-V/def2-TZVPD) of a cluster of 2 separate species, C4H12 in total.

Bonds (Å) are listed after each position.
Geometry (Å):
1 C 1.7212 -1.7449 -1.3399  C2 1.521, H3 1.100, H4 1.090, H5 1.091
2 C 1.7160 -0.4548 -0.5335  C1 1.521, H6 1.101, H7 1.090, H8 1.097
3 H 2.7711 -2.0578 -1.4356  C1 1.100
4 H 1.0739 -2.5102 -0.9113  C1 1.090
5 H 1.4233 -1.5978 -2.3796  C1 1.091
6 H 1.9734 0.4574 -1.0927  C2 1.101
7 H 2.4263 -0.3946 0.2911  C2 1.090
8 H 0.7154 -0.2432 -0.1356  C2 1.097
9 C -1.2739 1.5602 0.5849  C10 1.534, H11 1.095, H12 1.096, H13 1.093
10 C -2.2458 0.6240 1.3136  C9 1.534, H14 1.092, H15 1.088, H16 1.099
11 H -1.5056 1.6606 -0.4804  C9 1.095
12 H -1.1098 2.4313 1.2293  C9 1.096
13 H -0.2490 1.2345 0.3870  C9 1.093
14 H -3.2276 0.5043 0.8517  C10 1.092
15 H -2.4537 0.8906 2.3478  C10 1.088
16 H -1.7552 -0.3596 1.3034  C10 1.099

Results
total charge	-1
E	-159.50494	a.u.
highest occupied orbital energy (spin up / spin down)	1.560 / -7.237	eV
frontier orbital gap (spin up / spin down)	2.834 / 11.755	eV
relative energy (zero: lowest compared OMol25 entry of this formula, charge and spin)	66.2	kJ/mol
spin multiplicity	2

The following is a DFT calculation (ωB97M-V/def2-TZVPD) of a cluster of 2 separate species, C4H12 in total.

Bonds (Å) are listed after each position.
Geometry (Å):
1 C -0.4175 1.0387 1.3771  C2 1.525, H3 1.099, H4 1.088, H5 1.093
2 C -1.4936 0.3583 2.2161  C1 1.525, H6 1.092, H7 1.089, H8 1.107
3 H 0.5754 0.5838 1.5019  C1 1.099
4 H -0.6621 1.0697 0.3176  C1 1.088
5 H -0.2621 2.0816 1.6646  C1 1.093
6 H -2.4866 0.7774 2.0389  C2 1.092
7 H -1.4005 -0.7231 2.1277  C2 1.089
8 H -1.3089 0.5471 3.2912  C2 1.107
9 C 0.1912 -0.9445 -1.9039  C10 1.525, H11 1.096, H12 1.092, H13 1.091
10 C 1.6226 -0.4267 -1.8036  C9 1.525, H14 1.095, H15 1.098, H16 1.094
11 H 0.2386 -2.0253 -1.7301  C9 1.096
12 H -0.4054 -0.6980 -1.0227  C9 1.092
13 H -0.2639 -0.7339 -2.8726  C9 1.091
14 H 1.7883 0.6109 -2.1109  C10 1.095
15 H 1.9746 -0.4182 -0.7637  C10 1.098
16 H 2.3099 -1.0979 -2.3277  C10 1.094

Results
total charge	-1
E	-159.51854	a.u.
highest occupied orbital energy (spin up / spin down)	1.563 / -7.640	eV
frontier orbital gap (spin up / spin down)	2.785 / 12.066	eV
relative energy (zero: lowest compared OMol25 entry of this formula, charge and spin)	30.5	kJ/mol
spin multiplicity	2

The following is a DFT calculation (ωB97M-V/def2-TZVPD) of a cluster of 2 separate species, C4H12 in total.

Bonds (Å) are listed after each position.
Geometry (Å):
1 C 0.8432 1.3595 1.6565  C2 1.543, H3 1.088, H4 1.089, H5 1.093
2 C 1.8695 1.2316 0.5108  C1 1.543, H6 1.087, H7 1.085, H8 1.089
3 H 0.4861 2.3633 1.8764  C1 1.088
4 H -0.0237 0.7608 1.3824  C1 1.089
5 H 1.2315 1.0292 2.6230  C1 1.093
6 H 2.7710 0.7738 0.9106  C2 1.087
7 H 1.4641 0.6514 -0.3113  C2 1.085
8 H 2.1833 2.1957 0.1120  C2 1.089
9 C -0.9317 -0.6810 -1.2786  C10 1.524, H11 1.084, H12 1.089, H13 1.092
10 C -1.8226 -1.8714 -0.9423  C9 1.524, H14 1.092, H15 1.093, H16 1.085
11 H -1.4180 0.1091 -1.8388  C9 1.084
12 H -0.5154 -0.2356 -0.3765  C9 1.089
13 H -0.0373 -1.0652 -1.7739  C9 1.092
14 H -1.3146 -2.5295 -0.2347  C10 1.092
15 H -2.0121 -2.5073 -1.8111  C10 1.093
16 H -2.7733 -1.5845 -0.5043  C10 1.085

Results
E	-159.57596	a.u.
highest occupied orbital energy	-11.719	eV
SMILES string	CC.CC
frontier orbital gap	12.867	eV
relative energy (zero: lowest compared OMol25 entry of this formula, charge and spin)	23.7	kJ/mol

The following is a DFT calculation (ωB97M-V/def2-TZVPD) of a cluster of 2 separate species, C4H12 in total.

Bonds (Å) are listed after each position.
Geometry (Å):
1 C 0.2090 -0.1855 2.1863  C2 1.506, H3 1.091, H4 1.059, H5 1.174
2 C -0.1011 0.9546 1.2522  C1 1.506, H6 1.149, H7 1.052, H8 1.019
3 H -0.4366 -1.0605 2.1035  C1 1.091
4 H 1.2308 -0.3513 2.4077  C1 1.059
5 H -0.1602 0.2097 3.2288  C1 1.174
6 H -1.1225 1.3842 1.5569  C2 1.149
7 H -0.4688 0.5959 0.3342  C2 1.052
8 H 0.7326 1.4666 0.9677  C2 1.019
9 C 0.6850 -0.5370 -1.5440  C10 1.464, H11 1.195, H12 1.088, H13 1.124
10 C -0.6489 -0.0510 -1.9007  C9 1.464, H14 1.051, H15 1.201, H16 1.077
11 H 0.9101 -1.6829 -1.7958  C9 1.195
12 H 1.3775 -0.0058 -2.1940  C9 1.088
13 H 0.9523 -0.6823 -0.4623  C9 1.124
14 H -1.4243 -0.3834 -1.2743  C10 1.051
15 H -1.0434 -0.6889 -2.8385  C10 1.201
16 H -0.6919 1.0176 -2.0278  C10 1.077

Results
E	-159.51604	a.u.
highest occupied orbital energy	-10.665	eV
SMILES string	CC.CC
frontier orbital gap	11.795	eV
relative energy (zero: lowest compared OMol25 entry of this formula, charge and spin)	181.0	kJ/mol

The following is a DFT calculation (ωB97M-V/def2-TZVPD) of a cluster of 2 separate species, C4H12 in total.

Bonds (Å) are listed after each position.
Geometry (Å):
1 C 1.1292 -1.5158 -0.5252  C2 1.479, H3 1.097, H4 1.101, H5 1.108
2 C 2.1681 -0.7443 0.1911  C1 1.479, H6 1.078, H7 1.073, H8 1.060
3 H 0.2457 -1.7522 0.0813  C1 1.097
4 H 0.7342 -1.0748 -1.4538  C1 1.101
5 H 1.5419 -2.4622 -0.9276  C1 1.108
6 H 2.2941 0.2964 -0.0611  C2 1.078
7 H 3.1203 -1.1779 -0.0464  C2 1.073
8 H 2.1701 -0.6669 1.2479  C2 1.060
9 C -1.7163 1.1867 -0.6160  C10 1.570, H11 1.103, H12 1.065, H13 1.190
10 C -1.6272 1.0438 0.9452  C9 1.570, H14 1.182, H15 1.034, H16 1.046
11 H -1.4082 0.2158 -1.0393  C9 1.103
12 H -2.6915 1.5324 -0.8685  C9 1.065
13 H -0.8548 1.9327 -0.9593  C9 1.190
14 H -1.7605 2.1152 1.4265  C10 1.182
15 H -0.8410 0.4963 1.3342  C10 1.034
16 H -2.5041 0.5748 1.2710  C10 1.046

Results
E	-159.55306	a.u.
highest occupied orbital energy	-11.387	eV
SMILES string	CC.CC
frontier orbital gap	12.552	eV
relative energy (zero: lowest compared OMol25 entry of this formula, charge and spin)	83.8	kJ/mol

The following is a DFT calculation (ωB97M-V/def2-TZVPD) of a cluster of 2 separate species, C4H12 in total.

Bonds (Å) are listed after each position.
Geometry (Å):
1 C -1.3351 2.1258 -0.9359  C2 1.567, H3 1.086, H4 1.090, H5 1.090
2 C -1.0899 1.2088 0.3115  C1 1.567, H6 1.087, H7 1.092, H8 1.090
3 H -0.6569 2.9744 -0.9342  C1 1.086
4 H -1.2197 1.5407 -1.8489  C1 1.090
5 H -2.3966 2.3678 -0.9802  C1 1.090
6 H -0.6078 1.6570 1.1762  C2 1.087
7 H -0.4315 0.3661 0.0909  C2 1.092
8 H -2.1186 0.9468 0.5606  C2 1.090
9 C 0.7234 -2.0421 -0.1168  C10 1.519, H11 1.083, H12 1.092, H13 1.095
10 C 1.7174 -1.2838 0.7451  C9 1.519, H14 1.094, H15 1.099, H16 1.078
11 H 1.2292 -2.8417 -0.6429  C9 1.083
12 H -0.0916 -2.4378 0.4935  C9 1.092
13 H 0.2381 -1.4076 -0.8654  C9 1.095
14 H 2.2074 -1.9842 1.4287  C10 1.094
15 H 1.1697 -0.6756 1.4785  C10 1.099
16 H 2.4020 -0.6835 0.1684  C10 1.078

Results
E	-159.56932	a.u.
highest occupied orbital energy	-11.633	eV
SMILES string	CC.CC
frontier orbital gap	12.780	eV
relative energy (zero: lowest compared OMol25 entry of this formula, charge and spin)	41.1	kJ/mol